# 1
ORCA calculation (ωB97M-V with the def2-TZVPD basis set) on a cluster of 2 separate species, C25H56N3O2PS2 in total in a non-equilibrium geometry.

Atoms and positions in Å:
C (4.87, 2.60, 3.43)
C (4.56, 2.77, 1.94)
C (5.30, 1.75, 1.07)
C (4.70, 0.35, 1.17)
N (3.85, -0.01, 0.01)
C (4.58, 0.07, -1.29)
C (4.26, 1.30, -2.15)
C (2.80, 1.70, -2.11)
C (2.36, 2.39, -0.82)
C (1.12, 3.30, -0.92)
C (0.14, 2.98, -2.01)
O (-1.01, 3.71, -1.70)
P (-1.21, 3.95, 0.06)
C (-2.71, 5.03, -0.30)
N (-1.43, 3.94, 1.84)
C (-0.57, 4.81, 2.64)
C (0.69, 4.14, 3.20)
O (0.36, 3.08, 0.24)
C (3.06, -1.10, 0.21)
S (3.10, -2.12, 1.49)
S (1.80, -1.36, -1.04)
C (0.57, -0.04, -0.79)
C (0.10, 0.13, 0.65)
C (-1.11, -0.75, 1.02)
H (4.21, 3.21, 4.03)
H (5.90, 2.89, 3.62)
H (4.74, 1.56, 3.72)
H (3.49, 2.73, 1.75)
H (4.88, 3.77, 1.63)
H (5.33, 2.12, 0.05)
H (6.34, 1.70, 1.41)
H (5.45, -0.42, 1.33)
H (4.05, 0.33, 2.04)
H (5.64, 0.09, -1.04)
H (4.41, -0.84, -1.86)
H (4.50, 1.03, -3.18)
H (4.92, 2.14, -1.91)
H (2.59, 2.36, -2.95)
H (2.20, 0.80, -2.27)
H (2.09, 1.64, -0.08)
H (3.18, 2.94, -0.36)
H (1.45, 4.34, -1.01)
H (0.47, 3.13, -3.04)
H (-0.15, 1.91, -1.94)
H (-1.95, 2.70, 0.06)
H (-0.41, 5.15, 0.03)
H (-2.82, 5.69, 0.56)
H (-2.46, 5.65, -1.16)
H (-3.63, 4.47, -0.47)
H (-1.33, 2.99, 2.16)
H (-1.14, 5.16, 3.51)
H (-0.31, 5.71, 2.08)
H (0.94, 4.51, 4.20)
H (1.55, 4.29, 2.55)
H (0.55, 3.06, 3.26)
H (-0.27, -0.38, -1.40)
H (0.89, 0.91, -1.19)
H (-0.17, 1.18, 0.80)
H (0.90, -0.10, 1.34)
H (-1.60, -1.13, 0.12)
H (-1.86, -0.18, 1.56)
H (-0.80, -1.61, 1.62)
C (-1.59, -5.10, -2.55)
C (-1.85, -3.99, -1.52)
C (-2.75, -4.33, -0.35)
N (-4.25, -4.21, -0.55)
C (-4.62, -2.77, -0.63)
C (-4.78, -4.96, -1.74)
C (-4.73, -6.41, -1.29)
C (-5.27, -6.32, 0.14)
C (-4.94, -4.89, 0.61)
H (-2.39, -5.23, -3.27)
H (-0.70, -4.84, -3.13)
H (-1.40, -6.05, -2.06)
H (-2.18, -3.07, -2.02)
H (-0.89, -3.75, -1.06)
H (-2.55, -3.65, 0.48)
H (-2.55, -5.34, 0.01)
H (-4.12, -2.31, -1.47)
H (-4.33, -2.28, 0.30)
H (-5.70, -2.70, -0.76)
H (-5.81, -4.64, -1.87)
H (-4.22, -4.70, -2.63)
H (-3.70, -6.78, -1.31)
H (-5.32, -7.06, -1.93)
H (-4.83, -7.08, 0.79)
H (-6.35, -6.47, 0.15)
H (-4.29, -4.85, 1.47)
H (-5.85, -4.32, 0.83)

For the energy above the lowest of the compared OMol25 structures with the same formula, charge and spin, the calculation gives 12.6 kcal/mol. The value obtained for the total energy is -66353.445 eV. For the molar mass, the calculation gives 525.850 g/mol.


# 2
ORCA calculation (ωB97M-V with the def2-TZVPD basis set) on a structure of composition C27H30IN7O2S2V in a non-equilibrium geometry.

Atoms and positions in Å:
V (0.98, -0.32, -0.18)
O (2.82, 0.04, -0.19)
C (4.04, -0.45, -0.14)
C (5.12, 0.42, 0.05)
C (6.40, -0.11, 0.10)
C (6.61, -1.48, -0.04)
C (5.54, -2.33, -0.24)
C (4.24, -1.83, -0.29)
C (3.07, -2.67, -0.57)
N (1.84, -2.27, -0.90)
C (1.13, -3.42, -1.19)
C (1.91, -4.51, -1.02)
N (3.14, -4.02, -0.62)
H (4.93, 1.48, 0.14)
H (7.24, 0.55, 0.24)
H (7.62, -1.89, 0.00)
H (5.73, -3.39, -0.38)
H (0.10, -3.36, -1.50)
H (1.72, -5.56, -1.14)
H (3.94, -4.57, -0.40)
C (-2.54, 3.99, -1.80)
C (-2.76, 3.51, -0.38)
N (-3.10, 2.10, -0.28)
C (-4.51, 1.74, -0.44)
C (-4.88, 1.24, -1.83)
C (-2.16, 1.11, -0.18)
S (-0.49, 1.67, -0.13)
N (-2.64, -0.12, -0.12)
C (-1.92, -1.23, -0.05)
O (-0.61, -1.26, -0.07)
C (-2.57, -2.52, 0.09)
C (-1.88, -3.67, 0.49)
C (-2.53, -4.89, 0.62)
C (-3.89, -4.99, 0.36)
C (-4.59, -3.86, -0.04)
C (-3.95, -2.64, -0.17)
H (-2.32, 5.06, -1.81)
H (-3.41, 3.82, -2.43)
H (-1.69, 3.47, -2.25)
H (-3.58, 4.06, 0.09)
H (-1.86, 3.69, 0.21)
H (-5.08, 2.64, -0.20)
H (-4.76, 0.98, 0.30)
H (-4.84, 2.04, -2.57)
H (-5.90, 0.84, -1.83)
H (-4.21, 0.44, -2.13)
H (-0.82, -3.60, 0.70)
H (-1.97, -5.76, 0.94)
H (-4.40, -5.94, 0.46)
H (-5.65, -3.93, -0.26)
H (-4.49, -1.76, -0.48)
I (2.61, 5.66, 3.05)
C (2.48, 4.93, 1.12)
C (2.59, 5.77, 0.02)
C (2.49, 5.20, -1.24)
C (2.27, 3.84, -1.34)
N (2.17, 3.03, -0.29)
C (2.27, 3.57, 0.92)
H (2.75, 6.83, 0.15)
H (2.56, 5.81, -2.13)
H (2.18, 3.37, -2.32)
H (2.19, 2.89, 1.76)
N (-0.50, -2.04, 3.31)
C (-0.16, -0.79, 2.98)
N (-1.16, 0.10, 2.90)
S (1.46, -0.35, 2.70)
H (-1.46, -2.36, 3.27)
H (0.23, -2.73, 3.32)
H (-2.11, -0.22, 2.85)
H (-0.96, 0.95, 2.40)

As for the spin multiplicity: 4. For the energy above the lowest of the compared OMol25 structures with the same formula, charge and spin, the calculation gives 49.2 kcal/mol. The value obtained for the total energy is -98473.774 eV. For the molar mass, the calculation gives 726.566 g/mol.


# 3
ORCA calculation (ωB97M-V with the def2-TZVPD basis set) on a structure of composition C28H42O21 in a non-equilibrium geometry.

Atoms and positions in Å:
C (-0.23, 0.25, -3.77)
C (-0.99, 1.55, -4.09)
C (-2.44, 1.44, -3.64)
O (-2.62, 2.59, -2.93)
C (-1.44, 3.15, -2.64)
O (-1.27, 4.17, -1.97)
O (-0.45, 2.51, -3.18)
H (-0.71, -0.64, -4.18)
H (-0.18, 0.07, -2.70)
H (0.75, 0.33, -4.24)
H (-0.84, 1.94, -5.10)
H (-2.59, 0.59, -2.97)
H (-3.09, 1.33, -4.51)
C (-2.77, -3.05, 3.66)
C (-2.83, -2.78, 2.17)
C (-2.57, -1.32, 1.84)
O (-1.22, -1.37, 1.37)
C (-0.94, -2.60, 0.98)
O (0.11, -2.87, 0.36)
O (-1.83, -3.46, 1.46)
H (-2.79, -4.08, 4.02)
H (-3.65, -2.61, 4.13)
H (-1.94, -2.60, 4.20)
H (-3.80, -3.07, 1.77)
H (-2.69, -0.68, 2.72)
H (-3.21, -0.95, 1.05)
C (0.73, -3.85, 3.41)
C (1.58, -2.61, 3.24)
C (1.81, -2.37, 1.78)
O (1.12, -1.16, 1.46)
C (0.63, -0.66, 2.57)
O (0.12, 0.44, 2.67)
O (0.76, -1.50, 3.61)
H (-0.23, -3.80, 2.89)
H (0.40, -3.88, 4.45)
H (1.27, -4.77, 3.20)
H (2.52, -2.59, 3.78)
H (1.54, -3.22, 1.16)
H (2.90, -2.27, 1.70)
C (0.79, 2.80, -0.92)
C (1.60, 3.77, -1.80)
C (0.85, 4.82, -2.59)
O (1.51, 6.05, -2.27)
C (2.37, 5.89, -1.26)
O (2.92, 6.83, -0.67)
O (2.37, 4.58, -0.91)
H (0.05, 2.18, -1.43)
H (0.27, 3.35, -0.13)
H (1.47, 2.15, -0.37)
H (2.27, 3.26, -2.50)
H (-0.22, 4.79, -2.39)
H (1.04, 4.54, -3.63)
C (1.00, 1.45, 0.69)
C (-0.22, 0.54, 0.53)
C (-1.39, 0.87, 1.40)
O (-2.49, 0.82, 0.51)
C (-2.09, 0.74, -0.71)
O (-2.84, 0.64, -1.70)
O (-0.77, 0.82, -0.72)
H (1.71, 1.27, -0.12)
H (1.42, 1.29, 1.68)
H (0.62, 2.46, 0.62)
H (0.03, -0.51, 0.68)
H (-1.26, 1.85, 1.86)
H (-1.35, 0.17, 2.23)
C (2.71, 0.43, 0.77)
C (3.92, -0.22, 1.46)
C (5.30, -0.02, 0.85)
O (6.09, 0.42, 1.94)
C (5.28, 0.79, 2.97)
O (5.64, 1.36, 3.99)
O (4.02, 0.52, 2.69)
H (2.75, 1.52, 0.73)
H (1.89, 0.20, 1.46)
H (2.49, -0.12, -0.14)
H (3.79, -1.28, 1.69)
H (5.40, 0.66, 0.00)
H (5.62, -1.00, 0.48)
C (-2.82, -1.87, -0.30)
C (-2.94, -2.39, -1.69)
C (-2.95, -1.25, -2.67)
O (-2.03, -1.74, -3.63)
C (-1.47, -2.80, -3.30)
O (-0.68, -3.39, -4.00)
O (-1.83, -3.16, -2.08)
H (-3.10, -2.59, 0.46)
H (-3.51, -1.04, -0.14)
H (-1.80, -1.55, -0.12)
H (-3.78, -3.08, -1.79)
H (-2.65, -0.28, -2.29)
H (-3.93, -1.15, -3.15)

For the energy above the lowest of the compared OMol25 structures with the same formula, charge and spin, the calculation gives 787.1 kcal/mol. The value obtained for the total energy is -72682.975 eV. For the molar mass, the calculation gives 714.623 g/mol.


# 4
ORCA calculation (ωB97M-V with the def2-TZVPD basis set) on a structure of composition C6H29O8 in a non-equilibrium geometry.

Atoms and positions in Å:
O (1.34, 0.19, -0.19)
H (2.22, 0.54, -0.33)
H (1.22, -0.66, -0.62)
H (1.11, 0.17, 0.75)
O (1.64, -0.85, 1.69)
H (2.16, -0.52, 2.42)
H (1.76, -1.80, 1.72)
O (0.24, 0.65, 1.55)
H (0.60, -0.13, 1.99)
H (0.31, 1.34, 2.21)
O (2.61, 0.21, -2.21)
H (3.45, 0.51, -2.54)
H (2.05, 0.99, -2.23)
O (1.17, -1.64, -1.15)
H (1.21, -2.43, -0.62)
H (1.69, -1.84, -1.93)
O (3.17, 0.81, -0.02)
H (3.77, 1.28, -0.60)
H (3.63, 0.77, 0.82)
C (-2.65, -1.46, -0.54)
C (-1.14, -1.71, -0.12)
C (-0.85, -1.59, 1.39)
O (-0.68, -2.99, -0.47)
H (-3.26, -1.91, 0.25)
H (-2.78, -1.93, -1.52)
H (-2.82, -0.39, -0.60)
H (-0.61, -1.05, -0.79)
H (-0.95, -0.55, 1.70)
H (0.18, -1.87, 1.59)
H (-1.54, -2.29, 1.86)
H (0.24, -2.97, -0.20)
C (-0.44, 1.79, -0.95)
C (-1.51, 2.08, 0.13)
C (-2.89, 2.32, -0.36)
O (-1.55, 1.03, 1.03)
H (0.58, 1.67, -0.58)
H (-0.46, 2.58, -1.70)
H (-0.59, 0.78, -1.31)
H (-1.26, 2.97, 0.70)
H (-3.16, 1.51, -1.03)
H (-2.93, 3.25, -0.93)
H (-3.62, 2.38, 0.44)
H (-0.68, 0.72, 1.30)

Its net charge is +1. For the energy above the lowest of the compared OMol25 structures with the same formula, charge and spin, the calculation gives 388.1 kcal/mol. The value obtained for the total energy is -23050.178 eV. For the molar mass, the calculation gives 229.290 g/mol.


# 5
ORCA calculation (ωB97M-V with the def2-TZVPD basis set) on a structure of composition C13H27IN6Ru in a non-equilibrium geometry.

Atoms and positions in Å:
Ru (6.54, -11.76, -3.48)
C (8.35, -12.65, -0.63)
C (8.15, -13.80, -1.59)
N (6.96, -13.71, -2.52)
C (7.14, -14.77, -3.61)
C (7.66, -14.16, -4.92)
N (6.61, -13.23, -5.38)
C (6.89, -12.78, -6.78)
C (7.64, -11.44, -6.89)
C (6.98, -10.26, -6.27)
N (7.29, -10.09, -4.82)
C (8.71, -9.81, -4.60)
C (9.06, -9.76, -3.12)
N (8.61, -11.05, -2.52)
C (8.95, -11.29, -1.14)
H (7.34, -12.50, -0.22)
H (8.89, -13.03, 0.26)
H (9.09, -13.95, -2.18)
H (8.13, -14.76, -1.07)
H (6.17, -13.89, -1.94)
H (7.84, -15.54, -3.27)
H (6.18, -15.34, -3.66)
H (8.60, -13.61, -4.87)
H (7.78, -14.96, -5.67)
H (5.73, -13.76, -5.40)
H (7.32, -13.68, -7.21)
H (5.88, -12.64, -7.26)
H (8.66, -11.64, -6.42)
H (7.81, -11.23, -7.94)
H (7.26, -9.32, -6.67)
H (5.94, -10.43, -6.30)
H (6.67, -9.35, -4.46)
H (9.25, -10.58, -5.11)
H (8.97, -8.90, -5.20)
H (10.08, -9.62, -2.85)
H (8.49, -8.92, -2.70)
H (9.04, -11.81, -3.05)
H (10.02, -11.35, -0.91)
H (8.61, -10.38, -0.56)
I (1.21, -9.84, -0.89)
C (3.16, -10.21, -1.27)
C (4.29, -9.56, -0.74)
N (5.37, -10.06, -1.32)
N (5.01, -11.04, -2.22)
C (3.69, -11.10, -2.18)
H (4.31, -8.88, 0.13)
H (6.38, -9.81, -1.25)
H (3.16, -11.85, -2.76)

Its net charge is +3. As for the spin multiplicity: 6. For the energy above the lowest of the compared OMol25 structures with the same formula, charge and spin, the calculation gives 0.0 kcal/mol. The value obtained for the total energy is -33511.530 eV. For the molar mass, the calculation gives 495.375 g/mol.


# 6
ORCA calculation (ωB97M-V with the def2-TZVPD basis set) on the ion CH4N2 with charge -1 in a non-equilibrium geometry.

Atoms and positions in Å:
N (-1.16, 0.26, 0.29)
C (0.31, 0.16, 0.16)
N (1.00, -0.32, -0.84)
H (-1.48, -0.69, 0.19)
H (-1.52, 0.80, -0.54)
H (0.88, 0.21, 1.12)
H (1.97, -0.42, -0.39)

Its net charge is -1. As for the spin multiplicity: 2. For the energy above the lowest of the compared OMol25 structures with the same formula, charge and spin, the calculation gives 15.6 kcal/mol. The value obtained for the total energy is -4079.628 eV. For the molar mass, the calculation gives 44.057 g/mol.


# 7
ORCA calculation (ωB97M-V with the def2-TZVPD basis set) on a structure of composition C36H61AsClGeN4O9Rb.

Atoms and positions in Å:
Rb (0.06, 0.55, 0.62)
C (0.27, -1.35, -2.99)
O (-0.86, -1.21, -2.17)
C (-2.00, -1.86, -2.55)
C (-2.10, -2.60, -3.72)
C (-3.30, -3.22, -4.05)
C (-4.39, -3.12, -3.21)
C (-4.29, -2.39, -2.03)
C (-3.10, -1.76, -1.67)
N (-2.94, -1.00, -0.48)
N (-3.77, -1.37, 0.41)
C (-3.84, -0.72, 1.60)
C (-3.25, 0.56, 1.89)
O (-2.53, 1.19, 1.08)
C (-3.54, 1.13, 3.20)
C (-4.30, 0.51, 4.11)
C (-4.90, -0.77, 3.84)
C (-5.69, -1.41, 4.81)
C (-6.27, -2.64, 4.56)
C (-6.04, -3.25, 3.32)
C (-5.26, -2.64, 2.36)
C (-4.67, -1.38, 2.59)
H (0.60, -2.40, -3.04)
H (1.06, -0.77, -2.52)
H (0.09, -0.98, -4.00)
H (-1.26, -2.69, -4.38)
H (-3.37, -3.79, -4.97)
H (-5.33, -3.59, -3.47)
H (-5.13, -2.29, -1.36)
H (-3.05, 2.08, 3.41)
H (-4.47, 0.96, 5.08)
H (-5.85, -0.92, 5.76)
H (-6.87, -3.12, 5.31)
H (-6.48, -4.22, 3.11)
H (-5.09, -3.13, 1.41)
C (4.07, -0.82, -3.69)
C (4.14, -0.59, -2.18)
C (5.52, -0.98, -1.65)
C (3.82, 0.86, -1.85)
O (3.13, -1.44, -1.63)
Ge (2.98, -2.03, 0.04)
O (3.41, -0.59, 1.02)
C (3.89, -0.64, 2.38)
C (2.81, -1.17, 3.30)
C (5.14, -1.51, 2.45)
C (4.24, 0.80, 2.74)
O (1.22, -2.25, 0.18)
C (0.48, -3.43, 0.57)
C (-0.69, -2.93, 1.41)
C (0.01, -4.13, -0.69)
C (1.35, -4.38, 1.39)
H (4.81, -0.19, -4.21)
H (4.27, -1.87, -3.92)
H (3.08, -0.56, -4.06)
H (6.29, -0.38, -2.14)
H (5.58, -0.79, -0.58)
H (5.72, -2.03, -1.85)
H (4.54, 1.53, -2.33)
H (2.82, 1.12, -2.20)
H (3.86, 1.01, -0.77)
H (2.59, -2.22, 3.07)
H (3.13, -1.12, 4.35)
H (1.89, -0.59, 3.21)
H (4.90, -2.55, 2.19)
H (5.90, -1.15, 1.76)
H (5.55, -1.51, 3.46)
H (3.35, 1.42, 2.74)
H (4.68, 0.84, 3.74)
H (4.97, 1.19, 2.03)
H (-1.33, -2.25, 0.84)
H (-1.31, -3.77, 1.74)
H (-0.32, -2.41, 2.29)
H (-0.64, -3.48, -1.27)
H (0.86, -4.43, -1.30)
H (-0.56, -5.03, -0.43)
H (1.72, -3.89, 2.30)
H (0.76, -5.24, 1.69)
H (2.20, -4.74, 0.81)
N (-2.12, 4.02, 0.13)
C (-0.82, 4.40, 0.71)
C (0.07, 5.06, -0.33)
C (1.42, 5.52, 0.20)
C (2.20, 4.42, 0.93)
N (2.34, 3.21, 0.11)
H (-2.80, 4.76, 0.27)
H (-2.47, 3.17, 0.57)
H (-0.33, 3.49, 1.06)
H (-0.92, 5.04, 1.60)
H (-0.46, 5.92, -0.77)
H (0.23, 4.34, -1.14)
H (1.29, 6.35, 0.90)
H (2.03, 5.91, -0.63)
H (1.67, 4.14, 1.83)
H (3.17, 4.83, 1.25)
H (2.69, 2.46, 0.69)
H (3.00, 3.36, -0.64)
O (-0.37, 0.52, 3.47)
Cl (0.35, 1.74, 3.79)
O (1.23, 1.51, 4.91)
O (-0.57, 2.80, 4.07)
O (1.15, 2.09, 2.62)
C (0.45, 2.46, -4.60)
As (-0.80, 2.17, -3.10)
C (-1.69, 3.91, -3.28)
C (-2.16, 1.16, -4.08)
H (-0.07, 2.88, -5.47)
H (0.92, 1.52, -4.88)
H (1.23, 3.15, -4.29)
H (-2.05, 4.04, -4.31)
H (-0.99, 4.71, -3.03)
H (-2.51, 3.95, -2.57)
H (-2.49, 1.72, -4.96)
H (-3.01, 0.98, -3.42)
H (-1.78, 0.19, -4.40)

Its net charge is -1. As for the spin multiplicity: 2. For the energy above the lowest of the compared OMol25 structures with the same formula, charge and spin, the calculation gives 5.6 kcal/mol. The value obtained for the total energy is -193238.905 eV. For the molar mass, the calculation gives 962.356 g/mol.